1.
Formula: C20H26N4O2
Source: OMol25
Level of theory: wB97M-V/def2-TZVPD

```
52
C20H26N4O2, DFT wB97M-V/def2-TZVPD
O -0.16340 -0.08081 -3.00480
O 0.43705 -1.59928 -0.48355
N 1.72087 0.24159 -0.76710
N -3.26890 -0.76142 0.40836
N 1.78706 4.51351 -0.31008
N -1.64406 0.61484 -1.42750
C 0.68388 1.09257 -1.12249
C 3.86201 -3.74272 0.74268
C 2.79495 -1.85776 -0.30792
C -3.07201 -1.29092 -0.93389
C -2.77645 -0.14107 -1.91009
C 5.06958 -3.37893 0.16919
C 1.54199 -1.09212 -0.53961
C 3.37179 3.94571 1.11603
C 2.79512 4.99827 0.45473
C 2.72893 -2.99012 0.49967
C -4.62473 -0.90736 0.90162
C 1.70274 3.15462 -0.17300
C -2.25928 -1.15967 1.37801
C 5.13801 -2.26623 -0.65343
C 0.69507 2.41580 -0.88393
C -1.96647 -0.03632 2.37163
C 2.69001 2.78212 0.72535
C -5.59398 0.02570 0.18317
C 4.00839 -1.50443 -0.89224
C -0.40627 0.44426 -1.93785
H 3.80444 -4.61593 1.37536
H -4.98118 -1.94977 0.80766
H 5.95602 -3.96729 0.35478
H 3.02780 6.04436 0.48114
H -2.21729 -1.97253 -0.95629
H 4.06998 -0.65805 -1.56145
H 2.87268 1.79888 1.11241
H 1.19677 5.06000 -0.91495
H 2.63318 0.65697 -0.63680
H -5.23691 1.05018 0.24783
H -0.11651 3.00116 -1.29449
H -2.52085 -0.53062 -2.89660
H 1.77619 -3.26224 0.92861
H -1.33803 -1.39271 0.84218
H -1.73100 0.88745 -0.45868
H -4.62469 -0.65453 1.96384
H -2.85392 0.23577 2.93818
H -5.69370 -0.24307 -0.86504
H 6.07574 -1.99300 -1.11452
H -1.61001 0.85030 1.85135
H -1.19770 -0.35615 3.07075
H -3.95467 -1.84172 -1.27607
H 4.18961 3.99954 1.80686
H -3.63586 0.53001 -1.98649
H -6.57601 -0.03345 0.64677
H -2.56597 -2.06340 1.93070
```

Calculated values
* maximum force: 0.01367 Eh/bohr
* 2S+1: 1
* HOMO: -7.73 eV
* energy relative to the best compared isomer or geometry (same formula, charge and spin): 168.9 kJ/mol
* E_tot: -31217.9797 eV
* SMILES string: CCN(CC)CCNC(=O)/C(=C/c1ccc[nH]1)NC(=O)c1ccccc1
* Kohn-Sham gap: 8.166 eV

=====

2.
Formula: C20H26N4O2SSeSiTi
Source: OMol25
Level of theory: wB97M-V/def2-TZVPD

```
56
C20H26N4O2SSeSiTi, DFT wB97M-V/def2-TZVPD
Se -1.39160 2.05769 -0.59454
Ti -1.25435 -0.09091 0.50719
S 1.25579 -0.71787 -0.08767
Si -0.71220 3.71195 -1.91757
O 1.99147 0.51312 -0.08996
O 0.22740 -0.90380 -1.12000
N 1.52309 0.26026 3.05196
N 0.42385 -0.96443 1.29260
N 4.52972 -5.50453 0.76301
N -0.62577 0.81868 2.18444
C -3.53879 -0.24955 -0.18964
C 3.85230 -4.35264 0.42186
C -3.42610 -0.27224 1.20946
C -2.25220 -2.28724 -0.34734
C -2.23793 -2.38872 1.03440
C -0.68972 1.88427 2.96972
C 4.24346 -3.11699 0.95108
C 3.50807 -1.97971 0.69441
C 1.42314 1.31703 3.85680
C 2.74063 -4.40673 -0.42219
C 2.38402 -2.05362 -0.12334
C -0.82939 3.16928 -3.68218
C -1.90795 5.09569 -1.60533
C -2.78392 -1.37619 1.82764
C -2.88825 -1.19048 -0.98618
C 0.33317 2.16880 3.85355
C 1.01423 4.20645 -1.48334
C 0.49580 0.05948 2.24551
C 2.00006 -3.26828 -0.67576
C -2.85686 -1.05757 -2.47986
H 3.79343 -1.02737 1.12336
H 4.37132 -6.33448 0.22134
H -4.07072 0.56556 -0.65626
H 5.12145 -3.06350 1.58442
H 1.66624 3.33063 -1.48698
H 1.12970 -3.30699 -1.31827
H -1.86291 2.90604 -3.91720
H -3.45865 -1.83528 -2.95548
H -2.77494 -1.45732 2.90470
H -1.86240 5.39010 -0.55462
H -3.22839 -0.08177 -2.78598
H -3.93764 0.46742 1.80665
H 1.40605 4.94327 -2.19225
H -1.78048 -3.24701 1.50669
H 0.28887 3.03362 4.49911
H -0.51139 3.97191 -4.35712
H -1.56269 2.51487 2.85548
H 2.26520 1.48956 4.51842
H -1.83052 -1.15250 -2.83655
H -1.70272 5.97293 -2.22792
H 1.03457 4.64001 -0.48114
H -1.81080 -3.06442 -0.95574
H -2.92075 4.74386 -1.81277
H 2.45141 -5.35305 -0.86437
H 5.43645 -5.42203 1.18516
H -0.20090 2.29472 -3.86139
```

Calculated values
* maximum force: 0.06404 Eh/bohr
* 2S+1: 3
* ⟨S²⟩: 2.01
* HOMO (spin up / spin down): -5.94 / -7.20 eV
* energy relative to the best compared isomer or geometry (same formula, charge and spin): 111.8 kJ/mol
* E_tot: -138393.8254 eV
* Kohn-Sham gap (spin up / spin down): 6.299 / 7.328 eV

=====

3.
Formula: C20H26N6O8Yb
Source: OMol25
Level of theory: wB97M-V/def2-TZVPD

```
61
C20H26N6O8Yb, DFT wB97M-V/def2-TZVPD
Yb -0.16432 0.64033 0.36634
O -0.20130 1.11312 -1.90009
O -4.26203 1.47895 -6.61964
O -0.98162 -1.51038 -0.29778
O 0.33942 -1.56182 1.54455
O 1.70250 -7.35082 1.68486
O -2.24631 1.47810 -0.06415
O -5.49089 2.29652 -4.98390
O 1.56508 -5.87186 3.35900
N 1.24608 -6.36333 2.23331
N 2.17725 1.48115 1.80032
N -4.39356 1.96028 -5.48076
N 0.38155 3.32601 0.19725
N 1.97047 0.33358 -0.67381
N -0.61165 1.24894 2.94012
C -1.98133 1.46964 -5.08119
C -0.45344 -2.09138 0.68331
C 0.19593 -5.61881 1.47588
C 0.59250 0.91088 3.73075
C -3.44623 2.38290 -3.28115
C 3.18179 -0.01604 0.05550
C -3.22379 2.00104 -4.57910
C 3.09258 0.42490 1.52837
C -2.44853 2.06723 -2.36407
C 0.24742 -4.24579 1.48542
C -0.77198 -6.30665 0.68885
C -0.94221 1.28427 -4.20989
C -1.77261 -5.56440 0.04655
C 1.87901 1.60589 3.25258
C -2.87386 2.03888 -1.00201
C -1.73126 -4.16913 0.01138
C 1.63355 3.83414 0.67326
C 2.66148 2.76901 1.15669
C -0.72329 -3.55690 0.77540
C -1.11138 1.49612 -2.79246
H 1.56543 -0.48108 -1.17177
H 2.20824 4.46498 -0.04268
H 1.72583 2.69276 3.43015
H -2.64755 -5.99598 -0.43545
H 0.68066 -0.17615 3.64944
H 2.15799 1.01838 -1.36900
H -1.42037 0.85551 3.42386
H 1.04773 -3.71148 1.97848
H 3.35865 -1.12223 -0.03814
H 4.09660 0.43780 -0.32968
H -0.68298 2.28959 2.86903
H 0.00965 0.80148 -4.49844
H -0.45038 3.86703 0.56847
H -0.65263 -7.34777 0.55924
H 3.33995 2.45214 0.32087
H 1.47846 4.47890 1.53136
H -2.43145 -3.58453 -0.57284
H -1.92760 1.25197 -6.14996
H 0.23908 3.09443 -0.80401
H 2.81668 -0.51829 2.06207
H 4.11356 0.68274 1.87322
H -3.81277 2.57438 -0.77846
H 0.45531 1.23109 4.81575
H 2.70285 1.25184 3.87935
H 3.38757 3.26352 1.85755
H -4.39352 2.81442 -2.98810
```

Calculated values
* maximum force: 0.06597 Eh/bohr
* 2S+1: 2
* ⟨S²⟩: 0.75
* net charge: +1
* HOMO (spin up / spin down): -11.62 / -11.62 eV
* energy relative to the best compared isomer or geometry (same formula, charge and spin): 9.8 kJ/mol
* E_tot: -78005.1348 eV
* Kohn-Sham gap (spin up / spin down): 8.022 / 7.956 eV

=====

4.
Formula: C20H26NO5P
Source: OMol25
Level of theory: wB97M-V/def2-TZVPD

```
53
C20H26NO5P, DFT wB97M-V/def2-TZVPD
P -0.89707 -0.77662 -0.47313
O 5.16540 1.37526 -0.27064
O 0.50460 -1.57288 -0.61183
O -1.59214 -0.49811 -1.72522
O 4.42991 0.96949 1.87541
O -1.79251 -1.72747 0.46053
N -1.09745 1.88492 0.05115
C 3.35558 1.01143 1.02729
C -5.27645 1.95736 -0.04766
C -3.24128 1.08403 0.88864
C -1.27118 -2.47884 1.55783
C -1.87247 -1.97071 2.86347
C 0.62816 -2.53520 -1.66670
C 5.56617 1.20914 1.07237
C 3.80060 1.25730 -0.27193
C 1.59189 -3.61054 -1.18226
C -1.63105 -3.94263 1.32395
C 1.57126 1.17757 -1.03458
C 2.92187 1.34326 -1.32446
C 2.02325 0.84967 1.31730
C -2.48558 1.85146 0.00710
C -4.62252 1.13649 0.85299
C 1.13021 -1.84828 -2.92808
C -0.34558 0.74207 0.49408
C 1.11988 0.93904 0.25588
C -3.15268 2.68336 -0.89362
C -4.53067 2.73486 -0.91889
H -5.02757 3.37955 -1.62944
H -1.53861 -0.95903 3.08146
H 2.08081 -1.35971 -2.72759
H -1.22502 -4.28038 0.37372
H 0.85611 1.20816 -1.84324
H -6.35520 1.99062 -0.07348
H 0.40518 -1.10292 -3.24158
H 6.07790 2.12126 1.42028
H -0.52966 0.58101 1.56046
H 1.69565 0.65911 2.32588
H -2.75798 0.44640 1.60926
H 6.25793 0.35501 1.14788
H -0.36083 -2.96991 -1.86398
H -2.57494 3.28401 -1.58247
H -5.19246 0.52709 1.53982
H -2.95724 -1.97355 2.79040
H -2.71210 -4.05128 1.29242
H 2.56109 -3.16217 -0.97793
H -0.17921 -2.36555 1.58062
H -1.56994 -2.61679 3.68352
H 3.26827 1.52491 -2.32793
H -1.23056 -4.56123 2.12290
H 1.22393 -4.07030 -0.26829
H 1.25766 -2.57756 -3.72366
H -0.70302 2.30704 -0.77961
H 1.70554 -4.37730 -1.94357
```

Calculated values
* maximum force: 0.02482 Eh/bohr
* 2S+1: 1
* HOMO: -7.74 eV
* energy relative to the best compared isomer or geometry (same formula, charge and spin): 163.8 kJ/mol
* E_tot: -42180.4439 eV
* SMILES string: CC(C)OP(=O)(OC(C)C)[C@H](Nc1ccccc1)c1ccc2c(c1)OCO2
* Kohn-Sham gap: 8.401 eV